{
  "formula": "C2HLuO2",
  "method": "ωB97M-V with the def2-TZVPD basis set",
  "fmax_ev_per_a": 4.3,
  "multiplicity": 2,
  "charge": 1,
  "homo_energy_ev": [-12.3, -12.6],
  "elements": ["O", "C", "C", "O", "H", "Lu"],
  "xyz": [[-1.236, 1.152, -1.101], [-0.753, 0.520, -0.154], [-1.038, -1.063, 0.263], [-0.457, -1.603, 1.287], [-1.887, -1.603, -0.193], [0.954, 0.081, 1.403]]
}

---

{
  "formula": "C15H24IrOS5",
  "method": "ωB97M-V with the def2-TZVPD basis set",
  "fmax_ev_per_a": 2.7,
  "multiplicity": 2,
  "charge": 4,
  "homo_energy_ev": [-19.4, -20.7],
  "elements": ["Ir", "C", "C", "S", "C", "C", "S", "C", "C", "S", "C", "C", "S", "H", "H", "H", "H", "H", "H", "H", "H", "H", "H", "H", "H", "H", "H", "H", "H", "C", "S", "O", "C", "C", "C", "C", "C", "C", "H", "H", "H", "H", "H", "H", "H", "H"],
  "xyz": [[-0.955, -0.082, -0.288], [0.579, -1.637, -2.893], [0.240, -2.820, -2.014], [-1.095, -2.572, -0.788], [-2.654, -2.816, -1.699], [-3.095, -1.639, -2.533], [-3.231, -0.137, -1.504], [-3.004, 1.147, -2.775], [-2.577, 2.446, -2.135], [-1.086, 2.329, -1.089], [0.313, 2.453, -2.253], [0.637, 1.198, -3.033], [1.036, -0.176, -1.898], [-0.228, -1.364, -3.571], [1.453, -1.897, -3.498], [1.100, -3.122, -1.413], [-0.043, -3.673, -2.635], [-3.387, -3.056, -0.926], [-2.532, -3.700, -2.330], [-4.090, -1.840, -2.942], [-2.425, -1.439, -3.367], [-3.970, 1.291, -3.268], [-2.297, 0.790, -3.520], [-3.350, 2.835, -1.471], [-2.383, 3.203, -2.898], [1.159, 2.758, -1.636], [0.094, 3.278, -2.936], [1.529, 1.382, -3.637], [-0.161, 0.889, -3.705], [-0.636, -0.143, 4.352], [0.142, 0.806, 3.042], [-0.047, -0.031, 1.781], [1.891, 0.644, 3.565], [2.461, 1.734, 4.281], [3.751, 1.647, 4.831], [4.499, 0.525, 4.559], [3.911, -0.567, 3.871], [2.615, -0.483, 3.301], [-0.489, -1.209, 4.179], [-1.699, 0.099, 4.339], [-0.222, 0.158, 5.315], [1.927, 2.676, 4.368], [4.160, 2.463, 5.413], [5.542, 0.495, 4.855], [4.421, -1.526, 3.855], [2.197, -1.315, 2.748]]
}

---

{
  "formula": "C21H21FN2O4",
  "method": "ωB97M-V with the def2-TZVPD basis set",
  "fmax_ev_per_a": 15.6,
  "homo_energy_ev": -8.2,
  "elements": ["O", "C", "N", "C", "C", "C", "C", "C", "C", "H", "H", "O", "C", "C", "H", "O", "H", "H", "H", "H", "H", "C", "C", "H", "H", "C", "N", "C", "O", "C", "C", "C", "C", "C", "C", "H", "H", "F", "H", "H", "C", "C", "H", "H", "H", "H", "H", "H", "H"],
  "xyz": [[2.518, -1.374, -0.057], [2.298, -0.440, 0.533], [1.580, 0.640, 0.142], [1.043, 0.864, -1.014], [0.241, 1.814, -1.112], [-0.579, 2.157, -2.043], [-0.337, 1.482, -3.110], [0.546, 0.258, -3.295], [1.302, 0.011, -2.122], [2.061, -0.615, -2.162], [0.547, -0.288, -4.038], [-1.227, 1.351, -4.337], [-2.226, 2.253, -4.280], [-2.179, 3.495, -3.278], [-2.944, 3.986, -3.203], [-1.556, 3.193, -1.919], [-1.225, 4.233, -3.868], [-2.738, 2.592, -5.063], [-3.254, 1.588, -3.700], [-0.172, 2.495, 0.035], [1.651, 1.268, 0.908], [2.803, -0.455, 2.318], [1.808, 0.249, 3.134], [1.839, 1.416, 3.057], [2.190, -0.140, 3.978], [0.448, -0.319, 2.875], [0.753, -1.672, 2.578], [-0.254, -2.495, 1.682], [0.110, -3.546, 1.600], [-1.089, -1.556, 0.882], [-2.242, -1.009, 1.419], [-2.999, -0.380, 0.550], [-2.951, -0.351, -0.759], [-1.752, -1.070, -1.368], [-0.903, -1.722, -0.500], [-0.367, -2.351, -0.879], [-1.782, -1.281, -2.533], [-3.842, 0.473, -1.391], [-3.915, 0.269, 1.057], [-2.354, -0.931, 2.679], [1.727, -2.217, 3.278], [2.994, -1.831, 2.888], [3.366, -2.555, 1.847], [3.985, -1.915, 3.362], [1.713, -2.327, 4.383], [1.593, -3.391, 2.972], [0.006, -0.084, 3.816], [0.004, 0.311, 2.030], [3.759, -0.081, 2.026]]
}

---

{
  "formula": "C21H17AuN7S2",
  "method": "ωB97M-V with the def2-TZVPD basis set",
  "fmax_ev_per_a": 1.3,
  "charge": 1,
  "homo_energy_ev": -10.7,
  "elements": ["Au", "C", "C", "N", "C", "C", "N", "C", "C", "C", "C", "C", "N", "C", "C", "N", "C", "C", "N", "C", "C", "C", "N", "C", "C", "H", "H", "H", "H", "H", "H", "H", "H", "H", "H", "H", "H", "S", "C", "N", "C", "C", "S", "H", "H", "H", "H", "H"],
  "xyz": [[-0.133, 0.247, -1.618], [-2.429, 4.014, -0.147], [-1.727, 3.104, -0.933], [-1.075, 2.098, -0.378], [-1.055, 1.988, 0.952], [-1.656, 2.994, 1.723], [-2.352, 3.968, 1.171], [-0.403, 0.799, 1.529], [-0.381, 0.568, 2.904], [0.234, -0.576, 3.416], [0.821, -1.437, 2.486], [0.764, -1.145, 1.124], [0.151, -0.055, 0.677], [1.365, -2.033, 0.114], [2.078, -3.197, 0.431], [2.479, -4.042, -0.498], [2.244, -3.737, -1.762], [1.661, -2.521, -2.105], [1.210, -1.704, -1.171], [0.275, -0.852, 4.864], [0.908, -1.986, 5.384], [0.968, -2.165, 6.757], [0.448, -1.323, 7.628], [-0.180, -0.264, 7.152], [-0.300, 0.013, 5.799], [-3.049, 4.790, -0.571], [-1.699, 3.170, -2.011], [-1.591, 3.032, 2.800], [-0.830, 1.276, 3.575], [1.324, -2.322, 2.827], [2.338, -3.473, 1.442], [2.534, -4.471, -2.500], [1.540, -2.207, -3.132], [1.367, -2.725, 4.750], [1.467, -3.028, 7.177], [-0.604, 0.403, 7.890], [-0.826, 0.906, 5.504], [-1.319, 0.102, -3.762], [-0.693, 0.705, -5.186], [-1.380, 0.549, -6.316], [-0.766, 0.919, -7.570], [0.344, 1.907, -7.224], [0.777, 1.593, -5.462], [-2.230, 0.005, -6.302], [-1.511, 1.379, -8.225], [-0.366, 0.024, -8.070], [0.021, 2.945, -7.304], [1.235, 1.765, -7.828]]
}

---

{
  "formula": "C8H27O9",
  "method": "ωB97M-V with the def2-TZVPD basis set",
  "fmax_ev_per_a": 2.2,
  "charge": -1,
  "homo_energy_ev": -6.5,
  "elements": ["O", "H", "C", "O", "H", "H", "H", "H", "C", "O", "H", "H", "H", "H", "C", "C", "O", "O", "H", "H", "H", "H", "H", "H", "C", "C", "O", "O", "H", "H", "H", "H", "H", "H", "C", "C", "O", "O", "H", "H", "H", "H", "H", "H"],
  "xyz": [[-0.192, -0.022, -0.206], [-0.516, -0.193, 0.684], [-0.700, -3.361, 0.986], [-0.009, -2.269, 1.563], [-0.169, -3.926, 0.215], [-1.027, -4.046, 1.766], [-1.563, -2.901, 0.491], [0.104, -1.544, 0.928], [1.650, 0.858, 3.303], [2.456, 0.555, 4.454], [0.640, 1.161, 3.571], [2.155, 1.681, 2.791], [1.670, 0.041, 2.583], [3.268, 1.056, 4.395], [2.542, 1.610, -1.834], [2.990, 1.226, -0.422], [2.496, -0.022, 0.064], [1.172, 2.011, -1.846], [2.586, 0.662, -2.380], [3.168, 2.422, -2.196], [2.709, 1.928, 0.372], [4.078, 1.118, -0.483], [1.509, -0.108, -0.077], [0.694, 1.408, -1.256], [-1.353, -1.495, -3.192], [0.100, -1.994, -3.241], [0.620, -2.128, -1.906], [-1.421, -0.165, -2.767], [-1.951, -2.122, -2.519], [-1.748, -1.602, -4.207], [0.812, -1.313, -3.718], [0.159, -2.994, -3.677], [0.295, -1.335, -1.436], [-0.934, -0.093, -1.923], [-3.528, 1.529, 1.072], [-2.211, 2.118, 1.618], [-1.254, 2.403, 0.598], [-3.445, 0.189, 0.641], [-3.991, 2.144, 0.294], [-4.247, 1.544, 1.901], [-1.767, 1.369, 2.293], [-2.333, 2.957, 2.307], [-0.860, 1.533, 0.312], [-2.654, 0.111, 0.082]]
}